The following is a quantum chemistry calculation of a 2-piece molecular cluster, C3H9NO3 overall at a distorted geometry, from the Open Molecules 2025 dataset.

XYZ file:
```
16
Properties=species:S:1:pos:R:3
O -1.56289 0.51109 0.62868
C -0.51413 0.33382 -0.09948
N 0.37249 -0.67130 0.01462
C 0.92331 -1.34973 -1.15663
O -0.36411 -1.77940 -1.73945
C -0.23235 1.23044 -1.23089
H 0.00363 -1.27979 0.75532
H 1.35527 -2.28047 -0.90600
H 1.55094 -0.78820 -1.80205
H -0.00902 -2.57550 -2.24181
H 0.87652 1.43141 -1.52544
H -0.40029 2.32200 -1.02069
H -0.92328 0.92173 -2.05504
H 0.11507 1.26180 3.42254
H 0.89052 2.42979 3.01996
O 1.03603 1.51445 3.25738
```

Its spin multiplicity is 2. The energy relative to the best compared isomer or geometry (same formula, charge and spin) comes out at 1.851 eV. Its net charge is +1. The calculation puts the HOMO-LUMO gap (spin up / spin down) at 10.205 / 5.701 eV. The calculation puts the total energy at -10878.9520 eV. The value obtained for the lowest unoccupied orbital energy (spin up / spin down) is -4.62 / -9.12 eV.



The following is a quantum chemistry calculation of a 2-piece molecular cluster, C2H5FNO overall at a distorted geometry, from the Open Molecules 2025 dataset.

XYZ file:
```
10
Properties=species:S:1:pos:R:3
C 0.30506 -0.76698 -1.77684
C 0.05005 1.17317 0.96829
N -0.20961 -1.53494 -0.92120
O -0.27180 -1.62487 0.39709
F -0.47014 1.78804 2.03994
H 0.80680 0.04901 -1.21592
H -0.22537 0.18610 0.72878
H -0.28322 1.92012 0.23808
H 1.11442 1.15855 0.94006
H -0.81620 -2.34821 -1.39827
```

The energy relative to the best compared isomer or geometry (same formula, charge and spin) comes out at 5.213 eV. Its net charge is -1. The calculation puts the HOMO-LUMO gap at 7.452 eV. The calculation puts the total energy at -8406.4303 eV. The value obtained for the lowest unoccupied orbital energy is 4.31 eV.



The following is a quantum chemistry calculation of C10H8F6FeN3O9S2 as an isolated structure, from the Open Molecules 2025 dataset.

XYZ file:
```
39
Properties=species:S:1:pos:R:3
Fe 0.27212 -0.77184 0.72869
N 1.67322 -1.80142 -0.10583
N 2.78795 -1.79967 0.78146
C 2.61134 -1.02686 1.95043
O 3.40761 -1.04966 2.84003
O 1.49632 -0.30147 1.93182
H 1.40255 -2.74626 -0.37346
H 1.94342 -1.26372 -0.93413
H 3.21971 -2.70038 0.92683
O 3.59320 3.02609 -1.26847
C 2.42225 3.57888 -0.93828
C 2.31822 4.97279 -0.92273
C 1.12959 5.57472 -0.57921
C 0.00331 4.82239 -0.23735
C 0.09731 3.44284 -0.25200
C 1.29106 2.81416 -0.59900
C 1.39416 1.34237 -0.63550
O 2.44350 0.76225 -0.93372
O 0.29203 0.65945 -0.37925
H 3.46352 2.04249 -1.20684
H 3.19444 5.55177 -1.18280
H 1.06843 6.65597 -0.57174
H -0.92134 5.31309 0.03051
H -0.75359 2.82522 0.00182
F -2.45453 0.69218 1.30938
C -3.22176 -0.37434 1.09020
F -4.03069 -0.56156 2.11189
F -3.91394 -0.20336 -0.01884
S -2.08498 -1.81470 0.88529
O -1.29005 -1.52468 -0.33285
O -1.10282 -1.68695 1.98706
N -3.04863 -2.98123 0.84550
S -2.53469 -4.43559 0.30541
O -3.43461 -5.42391 0.77903
O -1.11469 -4.56246 0.44959
C -2.85098 -4.28308 -1.53782
F -3.34419 -5.42881 -1.98015
F -3.71356 -3.30625 -1.79543
F -1.71022 -4.02846 -2.16952
```

Its spin multiplicity is 2. Its net charge is 0. The calculation puts the HOMO-LUMO gap (spin up / spin down) at 6.575 / 7.061 eV. The calculation puts the total energy at -105758.8974 eV. The value obtained for the lowest unoccupied orbital energy (spin up / spin down) is -2.34 / -1.86 eV.



The following is a quantum chemistry calculation of a 2-piece molecular cluster, C21H39N3OPS2 overall at a distorted geometry, from the Open Molecules 2025 dataset.

XYZ file:
```
67
Properties=species:S:1:pos:R:3
C 2.30306 0.81576 2.28404
C 1.66794 1.17952 1.35664
C 0.80014 1.64359 0.26165
N 1.09334 0.74131 -0.88216
C 0.21158 0.49941 -1.69212
S -0.85903 0.27971 -2.79789
N -0.58899 1.48681 0.73799
C -1.12805 0.36053 1.55972
C -0.58938 -1.04158 1.28829
C -1.46971 -1.91043 0.36430
C -0.69867 -2.81452 -0.58998
C 0.47765 -3.57425 0.05564
C 1.86506 -2.97678 -0.30314
C 2.93648 -4.04186 -0.50307
C -1.34262 2.46785 0.39938
C -0.60657 3.44102 -0.41969
C -1.14934 4.86802 -0.52751
C -2.66261 4.85169 -0.80078
C 0.92351 3.14770 -0.16082
C 1.61467 3.36434 -1.50773
N 2.99078 2.86282 -1.48090
P 1.44245 4.34092 1.19978
C 1.83755 5.94054 0.35481
C 3.08194 3.85021 1.87608
H 2.93793 0.56682 3.10583
H -2.19823 0.35184 1.36019
H -1.01593 0.62879 2.60720
H 0.43065 -1.03633 0.91544
H -0.54281 -1.52676 2.26151
H -2.09350 -2.55545 0.98095
H -2.15696 -1.28662 -0.21508
H -0.33020 -2.29603 -1.47250
H -1.40988 -3.55886 -0.94442
H 0.50153 -4.61917 -0.24527
H 0.41236 -3.51875 1.14216
H 2.20302 -2.33889 0.51673
H 1.81104 -2.36185 -1.20170
H 2.69428 -4.72998 -1.31113
H 3.87988 -3.56319 -0.77290
H 3.13746 -4.59585 0.41279
H -2.38072 2.53389 0.68941
H -0.79907 3.04662 -1.43250
H -0.93168 5.46803 0.35133
H -0.66203 5.32076 -1.38954
H -2.97987 5.75025 -1.31841
H -3.19866 4.82130 0.14853
H -2.95251 3.96983 -1.37125
H 1.09885 2.84905 -2.31769
H 1.59689 4.42578 -1.76277
H 3.59881 3.48831 -0.96986
H 3.34088 2.75140 -2.42123
H 2.90648 5.97140 0.14970
H 1.29385 6.07906 -0.57214
H 1.58383 6.72938 1.05571
H 2.88939 3.26898 2.77137
H 3.69222 3.23500 1.21952
H 3.60275 4.75215 2.18988
C -3.51913 -7.38316 0.94795
S -2.44792 -6.18280 0.15343
O -3.00632 -4.83525 0.45729
C -2.92478 -6.58294 -1.53104
H -3.40623 -7.27074 2.02386
H -4.55359 -7.19302 0.66292
H -3.21806 -8.38755 0.65129
H -3.99980 -6.44732 -1.64815
H -2.64233 -7.61215 -1.75087
H -2.39305 -5.90831 -2.19909
```

Its net charge is +1. The calculation puts the HOMO-LUMO gap at 7.219 eV. The calculation puts the total energy at -59876.7559 eV. The value obtained for the lowest unoccupied orbital energy is -3.65 eV.



The following is a quantum chemistry calculation of one molecule with the formula C24H25NO4, from the Open Molecules 2025 dataset.

XYZ file:
```
54
Properties=species:S:1:pos:R:3
C -4.72425 -1.93773 0.85613
H -5.15018 -2.89495 0.54658
H -5.03447 -1.15894 0.15768
H -5.04255 -1.69826 1.86822
O -3.30850 -2.03492 0.88166
C -2.66038 -1.74466 -0.25647
O -3.21021 -1.36660 -1.26187
C -1.20400 -1.99961 -0.14872
C -0.45083 -2.00361 -1.31948
C 0.89023 -2.32763 -1.28225
C 1.50696 -2.65394 -0.07940
C 0.75668 -2.61551 1.09183
C -0.58684 -2.29629 1.06308
H -1.16679 -2.28389 1.97228
H 1.22949 -2.85545 2.03447
C 2.98306 -2.97265 -0.03153
N 3.79570 -1.88497 0.50220
H 3.60273 -1.77119 1.49433
C 3.54525 -0.62014 -0.17342
C 4.58467 0.41326 0.26481
O 5.87794 -0.02132 -0.08100
H 5.90874 -0.97150 0.09517
C 4.36202 1.78852 -0.38984
O 3.39601 2.55444 0.28868
C 2.06032 2.31469 0.12106
C 1.23882 2.77568 1.15029
C -0.12590 2.59882 1.09460
C -0.72319 1.95313 0.01208
C 0.09950 1.51856 -1.02206
C 1.46995 1.69853 -0.97843
H 2.06789 1.35304 -1.80765
H -0.33505 1.01068 -1.86980
C -2.18018 1.77251 -0.03788
C -2.89954 1.48757 1.12126
C -4.27580 1.37160 1.08622
C -4.95803 1.52362 -0.10979
C -4.25249 1.78654 -1.27128
C -2.87712 1.91319 -1.23555
H -2.33777 2.14451 -2.14180
H -4.77750 1.89714 -2.20846
H -6.03474 1.43416 -0.13589
H -4.81985 1.15811 1.99568
H -2.37309 1.34178 2.05364
H -0.74133 2.98075 1.89547
H 1.70160 3.27573 1.98678
H 5.29413 2.35110 -0.29415
H 4.13693 1.67252 -1.45448
H 4.51648 0.55121 1.35866
H 3.65971 -0.79319 -1.24828
H 2.53302 -0.23709 0.01543
H 3.16151 -3.85255 0.59184
H 3.34740 -3.18495 -1.04134
H 1.46508 -2.34327 -2.19709
H -0.94370 -1.76762 -2.25042
```

The energy relative to the best compared isomer or geometry (same formula, charge and spin) comes out at 0.634 eV. Its net charge is 0. The calculation puts the HOMO-LUMO gap at 8.511 eV. The calculation puts the total energy at -34974.1225 eV. The value obtained for the lowest unoccupied orbital energy is 0.47 eV. Its structure (SMILES) is COC(=O)c1ccc(CNC[C@@H](O)COc2ccc(-c3ccccc3)cc2)cc1.



Question: What is the formula in the fourth record?
Answer: C21H39N3OPS2